One molecule with the formula CH2ClN2OP in a non-equilibrium geometry, computed with ωB97M-V/def2-TZVPD.

Positions of all 8 atoms, in Å:
1 C -0.560 -0.287 -0.207
2 N -1.184 0.800 0.564
3 N -2.322 1.147 0.454
4 O -1.213 -0.627 -1.221
5 P -3.805 1.002 -0.296
6 Cl -4.234 -0.879 0.007
7 H 0.550 0.102 -0.234
8 H -0.685 -0.908 0.740

Its lowest unoccupied orbital energy (spin up / spin down) is -0.07032 / -0.07034 hartree. Its relative energy (zero: lowest compared OMol25 entry of this formula, charge and spin) is 317.6 kJ/mol. For the electronic energy, the calculation gives -1025.4684 Ha. Its HOMO energy (spin up / spin down) is -8.974 / -8.972 eV. As for the frontier orbital gap (spin up / spin down): 7.06 / 7.06 eV. The multiplicity is 1.

Here are the Mulliken charges for atoms 1 to 5, given in e: number 1, C, carries -0.0355; number 2, N, carries -0.0872; number 3, N, carries -0.0371; number 4, O, carries -0.5893; number 5, P, carries 0.3533

=====

A 2-piece molecular cluster, CH2ClNO2 overall in a non-equilibrium geometry, computed with ωB97M-V/def2-TZVPD.

Positions of all 7 atoms, in Å:
1 C -0.736 -0.894 0.272
2 N 0.735 1.190 -0.357
3 O 1.781 0.845 0.032
4 O 0.204 2.075 -0.866
5 Cl 0.723 -1.511 0.802
6 H -1.619 -0.916 0.823
7 H -1.087 -0.789 -0.706

Its lowest unoccupied orbital energy (spin up / spin down) is -0.00504 / -0.02331 hartree. Its relative energy (zero: lowest compared OMol25 entry of this formula, charge and spin) is 531.4 kJ/mol. For the electronic energy, the calculation gives -704.5180 Ha. Its HOMO energy (spin up / spin down) is -9.450 / -8.603 eV. As for the frontier orbital gap (spin up / spin down): 9.31 / 7.97 eV. The multiplicity is 1.

Here are the Mulliken charges for atoms 1 to 5, given in e: number 1, C, carries -0.5787; number 2, N, carries 0.8115; number 3, O, carries -0.4255; number 4, O, carries -0.4604; number 5, Cl, carries -0.0887

=====

A 3-piece molecular cluster, CH2ClNO3S overall in a non-equilibrium geometry, computed with ωB97M-V/def2-TZVPD.

Positions of all 9 atoms, in Å:
1 C -1.565 2.269 -3.382
2 N 0.059 1.221 -0.734
3 O -2.282 2.285 -2.484
4 O -0.870 2.138 -4.284
5 O 1.357 1.496 1.372
6 S 0.073 1.538 0.738
7 Cl -1.668 -0.816 1.790
8 H -0.977 -2.040 1.772
9 H 0.789 1.159 -1.441

Its lowest unoccupied orbital energy is -0.01178 hartree. Its relative energy (zero: lowest compared OMol25 entry of this formula, charge and spin) is 40.1 kJ/mol. For the electronic energy, the calculation gives -1178.1513 Ha. Its HOMO energy is -10.963 eV. As for the frontier orbital gap: 10.64 eV. The multiplicity is 1.

Here are the Mulliken charges for atoms 1 to 5, given in e: number 1, C, carries 0.7051; number 2, N, carries -0.3129; number 3, O, carries -0.3482; number 4, O, carries -0.3621; number 5, O, carries -0.4544